Density functional theory data (ωB97M-V/def2-TZVPD) for a 2-piece molecular cluster, C4H7FS overall.

For the gap between HOMO and LUMO, the calculation gives 0.3091 hartree.

Geometry as XYZ:
```
13
Properties=species:S:1:pos:R:3:forces:R:3:mulliken_charge:R:1
H -0.8993 1.8090 0.6583 -0.667 -2.522 -3.724 0.2056
H 1.1607 -0.6532 1.5898 -0.540 -0.662 1.689 0.3781
C -1.2683 0.9564 -0.4479 0.558 3.700 0.526 -1.0392
C 1.4072 -0.1498 0.7057 -1.228 2.334 1.567 -1.2609
H -2.3767 1.1042 -0.3999 1.106 -0.284 -0.262 0.3829
S -2.0745 -1.4128 0.2945 -0.321 -1.513 0.430 -0.2640
F 0.7494 -2.0558 -0.5439 0.675 -1.013 0.583 -0.3224
H 1.2738 0.9737 0.9286 0.264 -1.831 -0.819 0.2997
H -0.8562 1.3297 -1.5620 -0.809 -0.638 3.287 0.2298
C -0.8873 -0.4637 -0.1521 -0.375 2.186 -0.187 0.2660
C 0.5695 -0.7160 -0.3450 -1.826 -0.631 -0.652 0.5516
H 2.3788 -0.4209 0.5417 2.775 -0.163 -0.679 0.3816
H 0.8229 -0.3007 -1.2676 0.388 1.037 -1.760 0.1914
```
Forces are in eV/Å.